one:
The following is a quantum chemistry calculation of one molecule with the formula C5H8N2, from OMol25.

* HOMO level (alpha / beta): -0.315 / -0.290 Ha
* Kohn-Sham gap (alpha / beta): 8.43 / 7.90 eV
* E_LUMO (alpha / beta): -0.006 / 0.000 hartree
* molar mass: 96.13 g/mol

Each line ends with the Mulliken charge.
Geometry (Å):
N 0.4518 1.6195 1.3377  -0.617
C -0.1722 0.5293 0.6401  0.277
C -1.1542 0.7015 -0.5059  0.279
N -1.9860 1.4028 -1.0691  -0.627
C 0.7905 -0.3444 -0.1632  -0.283
C -1.0904 -0.6106 -1.2115  -0.558
C 1.3322 -1.5060 0.2261  -0.696
H -0.2414 2.1177 1.8850  0.276
H 0.8515 2.2812 0.6803  0.260
H -0.6991 -0.1003 1.3735  0.266
H 1.2363 0.1807 -1.0107  0.310
H -1.6290 -1.4239 -0.7208  0.279
H -0.9085 -0.7538 -2.2691  0.324
H 2.2135 -1.9024 -0.2702  0.260
H 0.9459 -2.0579 1.0784  0.250



two:
The following is a quantum chemistry calculation of a 2-piece molecular cluster, C5H8N2 overall, from OMol25.

* HOMO level: -0.331 Ha
* Kohn-Sham gap: 9.91 eV
* E_LUMO: 0.033 hartree
* molar mass: 96.13 g/mol

Each line ends with the Mulliken charge.
Geometry (Å):
C 1.0200 1.7916 0.5479  -1.078
C 0.7894 0.3310 0.6405  0.194
N 0.0061 -0.4654 1.2132  -0.416
C 1.2032 -1.0497 0.4912  -0.125
H 1.5563 2.0883 1.4545  0.356
H 0.0671 2.3285 0.5223  0.292
H 1.6270 2.0725 -0.3158  0.323
H 1.0153 -1.6115 -0.4276  0.191
H 1.9797 -1.4618 1.1340  0.242
C -2.1547 -1.2546 -0.4302  -0.777
C -1.5177 -0.4573 -1.2447  0.607
N -0.8808 0.3080 -1.9678  -0.617
H -1.9783 -2.3221 -0.4616  0.268
H -2.7509 -0.8367 0.3716  0.263
H 0.0184 0.5393 -1.5277  0.276



three:
The following is a quantum chemistry calculation of one molecule with the formula C5H8N2, from OMol25.

* HOMO level: -0.288 Ha
* Kohn-Sham gap: 8.69 eV
* E_LUMO: 0.031 hartree
* molar mass: 96.13 g/mol

Each line ends with the Mulliken charge.
Geometry (Å):
H -3.4793 -0.0387 -0.0588  0.246
N -2.7314 0.6437 -0.1803  -0.713
C -1.5863 0.1162 0.0143  0.450
C -1.1050 -1.2346 0.3240  -0.643
C 0.2402 -1.2244 0.1610  -0.262
N 0.7422 -0.0134 -0.2337  0.065
C 2.1274 0.3655 -0.1281  -0.870
C -0.3301 0.9650 -0.1340  -0.455
H -1.7077 -2.1062 0.5442  0.345
H 0.9289 -2.0579 0.2746  0.363
H 2.7510 -0.5313 -0.1949  0.300
H 2.3983 1.0284 -0.9578  0.285
H 2.3596 0.8813 0.8166  0.321
H -0.4120 1.6144 -1.0088  0.294
H -0.1960 1.5921 0.7619  0.273



Stability check: which of them is most stable? three.